Entry 1:
Formula: C23H26N4O5
Source: the Open Molecules 2025 dataset
Level of theory: wB97M-V/def2-TZVPD

The value obtained for the relative energy (zero: lowest compared OMol25 entry of this formula, charge and spin) is 51.8 kcal per mole. For the HOMO energy, the calculation gives -7.58 eV. As for the molar mass: 438.5 g/mol. The structure (SMILES) is COCCn1c(=O)[nH]c2cc(C(=O)N3CCN(c4ccc(OC)cc4)CC3)ccc2c1=O. The HOMO-LUMO gap is 7.52 eV.

ORCA input file:
```
! RIJCOSX wB97M-V def2-TZVPD def2/J DEFGRID3
* xyz 0 1
C -7.462 -0.920 -1.978
O -8.236 -1.161 -0.825
C -7.688 -0.673 0.369
C -6.461 -1.463 0.876
N -5.206 -0.744 0.694
C -4.984 0.298 1.577
O -5.768 0.599 2.446
N -3.802 0.976 1.415
C -2.860 0.694 0.457
C -1.686 1.435 0.344
C -0.758 1.114 -0.631
C -1.008 0.066 -1.523
C -2.168 -0.666 -1.415
C -3.101 -0.368 -0.421
C -4.331 -1.156 -0.302
O -4.592 -2.104 -1.014
H -2.388 -1.480 -2.088
H -0.294 -0.153 -2.302
C 0.448 1.991 -0.792
O 0.319 3.184 -1.001
N 1.653 1.382 -0.742
C 1.907 0.057 -0.228
H 0.969 -0.478 -0.077
C 2.674 0.157 1.106
N 3.902 0.903 0.945
C 5.061 0.224 0.556
C 5.931 0.699 -0.430
C 7.096 0.029 -0.734
C 7.442 -1.149 -0.077
C 6.591 -1.628 0.912
C 5.430 -0.945 1.222
H 4.811 -1.329 2.019
H 6.823 -2.527 1.460
O 8.611 -1.738 -0.467
C 9.010 -2.920 0.180
H 9.953 -3.207 -0.284
H 8.280 -3.724 0.039
H 9.170 -2.759 1.251
H 7.760 0.404 -1.497
H 5.711 1.603 -0.976
C 3.620 2.223 0.428
H 4.546 2.788 0.327
C 2.859 2.171 -0.904
H 2.565 3.171 -1.224
H 3.477 1.702 -1.678
H 2.991 2.734 1.166
H 2.880 -0.846 1.473
H 2.048 0.678 1.839
H 2.523 -0.491 -0.951
H -1.502 2.265 1.009
H -3.647 1.745 2.053
H -6.573 -1.660 1.943
H -6.382 -2.404 0.330
H -8.493 -0.754 1.101
H -7.420 0.389 0.267
H -6.530 -1.493 -1.974
H -7.228 0.148 -2.078
H -8.071 -1.236 -2.822
*
```



Entry 2:
Formula: C23H26N6SeSiTi
Source: the Open Molecules 2025 dataset
Level of theory: wB97M-V/def2-TZVPD

The value obtained for the relative energy (zero: lowest compared OMol25 entry of this formula, charge and spin) is 33.3 kcal per mole. For the HOMO energy (spin up / spin down), the calculation gives 0.21 / -0.02 eV. As for the expectation value of S²: 2.036. As for the molar mass: 541.4 g/mol. The HOMO-LUMO gap (spin up / spin down) is 4.59 / 4.82 eV.

ORCA input file:
```
! RIJCOSX wB97M-V def2-TZVPD def2/J DEFGRID3
* xyz -2 3
Ti -0.337 0.616 0.286
N -3.058 -1.187 -1.143
C -2.362 -2.030 -0.326
N -2.766 -3.315 -0.331
C -2.021 -4.104 0.450
N -2.403 -5.443 0.484
N -0.991 -3.764 1.189
C -0.669 -2.437 1.143
N -1.349 -1.533 0.369
C 0.425 -1.957 1.887
C 1.187 -2.787 2.758
C 2.229 -2.259 3.460
C 2.548 -0.888 3.313
C 1.779 -0.144 2.441
N 0.754 -0.626 1.742
H -3.974 -1.527 -1.383
H -3.006 -0.210 -0.880
H -2.889 -5.722 -0.354
H -1.643 -6.048 0.750
H 0.911 -3.829 2.837
H 2.810 -2.889 4.126
H 3.369 -0.429 3.846
H 1.986 0.910 2.277
C -0.118 -0.418 -3.502
Si 0.795 -0.585 -1.809
C 1.042 -2.496 -1.717
C 2.559 0.011 -2.325
C 3.697 -0.803 -2.310
C 4.950 -0.333 -2.692
C 5.102 0.980 -3.116
C 3.988 1.813 -3.141
C 2.747 1.335 -2.744
H 0.384 -0.969 -4.308
H -0.184 0.634 -3.793
H -1.139 -0.797 -3.404
H 1.499 -2.922 -2.619
H 0.062 -2.967 -1.586
H 1.648 -2.786 -0.852
H 3.605 -1.835 -1.986
H 5.810 -0.995 -2.657
H 6.076 1.353 -3.416
H 4.093 2.845 -3.461
H 1.892 2.004 -2.730
C 0.369 2.338 -0.289
H 1.399 2.718 -0.357
H -0.287 3.015 -0.868
Se -2.759 1.097 1.496
C -3.096 2.937 1.897
C -2.134 3.938 1.750
C -2.425 5.253 2.087
C -3.673 5.606 2.588
C -4.635 4.616 2.743
C -4.349 3.302 2.398
H -1.168 3.666 1.332
H -1.661 6.012 1.951
H -3.893 6.635 2.852
H -5.618 4.868 3.129
H -5.106 2.534 2.516
*
```